1.
DFT (the ωB97M-V functional and the def2-TZVPD basis) results for a structure of composition C2H2BrO3S at a distorted geometry.

The geometry in ORCA input format:
```
! wB97M-V def2-TZVPD RIJCOSX def2/J DEFGRID3
* xyz -1 1
C 0.660 -0.088 0.067
C -0.555 -0.562 0.036
O 0.034 2.569 -0.619
O 2.131 1.856 -1.690
O 2.148 2.445 0.645
S 1.365 2.000 -0.461
Br -1.018 -2.493 0.838
H 1.552 -0.576 0.323
H -1.403 -0.130 -0.269
*
```

Results of the Mulliken charge analysis, in e, for atoms 1 through 6: C -0.46; C -0.29; O -0.59; O -0.58; O -0.55; S 1.01



2.
DFT (the ωB97M-V functional and the def2-TZVPD basis) results for a structure of composition C2H2Cl2N2 at a distorted geometry.

The geometry in ORCA input format:
```
! wB97M-V def2-TZVPD RIJCOSX def2/J DEFGRID3
* xyz 0 1
C -1.290 0.667 0.129
C 1.615 1.256 0.150
N -2.325 0.225 0.293
N 2.293 0.354 -0.094
Cl -4.962 -0.694 -0.320
Cl 4.634 -1.092 -0.376
H -3.115 -0.333 0.324
H 3.149 -0.384 -0.106
*
```

Results of the Mulliken charge analysis, in e, for atoms 1 through 6: C -0.35; C -0.14; N 0.15; N -0.09; Cl -0.06; Cl -0.12



3.
DFT (the ωB97M-V functional and the def2-TZVPD basis) results for a cluster of 2 separate species, C2H2Cl2O in total at a distorted geometry.

The geometry in ORCA input format:
```
! wB97M-V def2-TZVPD RIJCOSX def2/J DEFGRID3
* xyz 0 1
C 0.844 -0.435 -0.227
C -1.261 0.745 -0.327
O 1.538 -0.215 -1.151
Cl -0.781 1.652 -1.622
Cl -1.386 1.309 1.202
H 1.196 -0.805 0.726
H -2.024 -0.015 -0.598
*
```

Results of the Mulliken charge analysis, in e, for atoms 1 through 6: C 0.08; C -0.18; O -0.30; Cl -0.09; Cl -0.11; H 0.29



Short version: energy relative to the best compared isomer or geometry (same formula, charge and spin) = 170.6 524.3 310.9 kJ/mol, in the order given.